(1)
{"formula": "C28H57BBr2FN4O13P2Si", "method": "ωB97M-V/def2-TZVPD", "max_force_ev_per_a": 8.56, "gap_ev": 6.25, "charge": 1, "total_energy_ha": -8542.7248, "spin_multiplicity": 1, "symbols": ["C", "C", "O", "O", "C", "C", "C", "C", "P", "P", "O", "O", "O", "C", "C", "Br", "C", "C", "Br", "C", "N", "C", "O", "N", "B", "O", "O", "C", "N", "F", "C", "O", "C", "C", "O", "N", "Si", "C", "C", "C", "H", "H", "H", "H", "H", "H", "H", "H", "H", "H", "H", "H", "H", "H", "H", "H", "H", "H", "H", "H", "H", "H", "H", "H", "H", "H", "H", "H", "H", "H", "H", "H", "H", "C", "C", "C", "O", "H", "H", "H", "H", "H", "H", "H", "H", "C", "C", "C", "O", "H", "H", "H", "H", "H", "H", "H", "H", "C", "C", "C", "O", "H", "H", "H", "H", "H", "H", "H", "H"], "coordinates": [[6.137, -2.039, 3.041], [5.098, -3.133, 2.493], [5.519, -4.257, 2.051], [3.664, -2.957, 2.502], [3.238, -2.151, 1.359], [1.922, -1.272, 1.828], [2.065, 0.127, 1.100], [0.871, 1.213, 1.153], [-0.761, 0.183, 0.946], [-1.455, -0.940, 2.604], [-1.955, -2.311, 2.015], [-0.438, -1.374, 3.886], [-2.908, -0.320, 3.353], [1.045, 1.988, -0.296], [0.448, 1.290, -1.584], [1.653, 0.194, -2.792], [-0.882, 1.381, -2.136], [-2.012, 2.230, -1.398], [-1.442, 0.469, -3.838], [0.825, 3.559, -0.325], [1.704, 4.100, -1.460], [0.983, 5.003, -2.092], [0.630, 6.059, -2.682], [1.307, 4.310, 0.910], [2.780, 4.374, 1.051], [3.418, 5.686, 0.892], [3.704, 3.262, 1.272], [0.555, 3.556, 1.938], [-0.492, 4.272, 2.426], [-0.713, 5.552, 2.015], [-1.485, 3.729, 3.395], [-2.108, 2.500, 2.954], [-3.554, 2.700, 3.165], [-4.077, 2.315, 4.654], [-4.272, 3.157, 2.238], [0.820, 2.156, 2.289], [1.572, 1.934, 3.826], [0.251, 1.425, 5.178], [3.100, 0.904, 4.187], [2.067, 3.722, 4.478], [5.614, -1.262, 3.733], [6.703, -1.490, 2.185], [6.929, -2.558, 3.686], [2.983, -2.854, 0.486], [4.052, -1.369, 1.066], [1.962, -1.297, 2.969], [1.034, -1.935, 1.509], [3.059, 0.698, 1.321], [2.195, -0.168, -0.026], [-0.314, -0.833, -0.006], [-1.019, -1.709, 4.610], [-3.204, -1.031, 3.991], [2.202, 1.922, -0.494], [-1.803, 2.506, -0.304], [-2.976, 1.572, -1.382], [-2.305, 3.151, -2.049], [-0.220, 3.964, -0.528], [3.904, 5.931, 1.714], [4.030, 2.893, 0.416], [-2.347, 4.509, 3.503], [-1.026, 3.677, 4.465], [-3.299, 1.593, 5.138], [-4.068, 3.279, 5.278], [-5.078, 1.757, 4.654], [-0.748, 1.097, 4.673], [-0.029, 2.297, 5.873], [0.695, 0.599, 5.855], [3.876, 0.748, 3.360], [2.760, -0.117, 4.640], [3.694, 1.396, 5.066], [2.330, 3.523, 5.598], [1.184, 4.448, 4.491], [3.030, 4.112, 3.997], [1.612, -3.823, -4.347], [2.181, -3.144, -5.582], [2.978, -4.119, -6.434], [3.025, -2.065, -5.183], [2.413, -4.218, -3.714], [1.051, -3.107, -3.739], [0.946, -4.647, -4.621], [1.367, -2.718, -6.176], [3.827, -4.524, -5.873], [3.391, -3.614, -7.312], [2.354, -4.951, -6.770], [3.749, -2.431, -4.657], [-3.580, -5.892, 0.925], [-4.518, -5.297, 1.964], [-5.710, -4.616, 1.309], [-3.807, -4.348, 2.755], [-3.180, -5.113, 0.268], [-2.723, -6.367, 1.410], [-4.093, -6.637, 0.311], [-4.869, -6.085, 2.637], [-5.384, -3.793, 0.665], [-6.369, -4.183, 2.067], [-6.286, -5.323, 0.706], [-3.491, -3.645, 2.167], [-4.093, -0.395, -8.358], [-2.955, 0.356, -7.684], [-2.205, 1.231, -8.676], [-2.051, -0.580, -7.099], [-3.713, -1.056, -9.143], [-4.616, -1.028, -7.636], [-4.813, 0.297, -8.802], [-3.352, 0.975, -6.874], [-1.760, 0.626, -9.472], [-1.383, 1.755, -8.180], [-2.869, 1.971, -9.130], [-1.694, -1.133, -7.809]]}

---

(2)
{"formula": "C28H57Br2N3O6S", "method": "ωB97M-V/def2-TZVPD", "max_force_ev_per_a": 1.90, "gap_ev": 8.45, "total_energy_ha": -7262.9571, "spin_multiplicity": 1, "symbols": ["C", "C", "C", "C", "C", "C", "C", "C", "N", "C", "C", "O", "O", "S", "O", "O", "O", "C", "C", "C", "O", "Br", "C", "Br", "C", "C", "H", "H", "H", "H", "H", "H", "H", "H", "H", "H", "H", "H", "H", "H", "H", "H", "H", "H", "H", "H", "H", "H", "H", "H", "H", "H", "H", "C", "C", "N", "C", "C", "C", "C", "H", "H", "H", "H", "H", "H", "H", "H", "H", "H", "H", "H", "H", "H", "H", "C", "C", "N", "C", "C", "C", "C", "H", "H", "H", "H", "H", "H", "H", "H", "H", "H", "H", "H", "H", "H", "H"], "coordinates": [[-4.260, 1.357, -1.335], [-3.169, 1.639, -0.294], [-1.922, 0.731, -0.423], [-0.613, 1.488, -0.699], [-0.275, 2.450, 0.441], [0.676, 2.000, 1.575], [0.615, 0.539, 2.027], [0.995, 0.407, 3.501], [2.361, 0.927, 3.700], [3.087, 0.258, 4.719], [4.578, 0.408, 4.634], [2.566, -0.402, 5.583], [-0.943, 2.410, -1.831], [-0.921, 1.629, -3.201], [-0.577, 2.543, -4.232], [-2.091, 0.857, -3.465], [0.297, 0.716, -2.796], [0.552, 0.668, -1.348], [1.976, 1.229, -1.258], [2.173, 2.665, -1.699], [1.938, 3.097, -2.745], [3.100, 3.853, -0.413], [0.453, -0.860, -0.986], [2.205, -1.682, -0.645], [-0.211, -1.706, -2.068], [-0.517, -3.115, -1.494], [-4.243, 0.309, -1.622], [-5.239, 1.615, -0.937], [-4.103, 1.947, -2.232], [-3.629, 1.439, 0.675], [-2.916, 2.696, -0.276], [-1.843, 0.148, 0.493], [-2.128, 0.006, -1.204], [-1.176, 2.815, 0.924], [0.162, 3.323, -0.044], [0.392, 2.602, 2.444], [1.694, 2.292, 1.350], [1.366, -0.035, 1.488], [-0.380, 0.113, 1.916], [1.032, -0.651, 3.745], [0.266, 0.914, 4.133], [2.337, 1.908, 3.965], [4.856, 1.252, 4.007], [4.983, 0.550, 5.631], [5.004, -0.489, 4.191], [2.395, 1.108, -0.266], [2.607, 0.653, -1.931], [-0.096, -1.002, -0.067], [-1.153, -1.281, -2.390], [0.466, -1.860, -2.900], [-1.470, -3.468, -1.882], [0.235, -3.828, -1.820], [-0.574, -3.123, -0.408], [1.292, -1.998, -6.285], [2.307, -3.086, -6.600], [2.205, -4.225, -5.705], [3.339, -5.128, -5.785], [3.583, -5.871, -7.104], [0.896, -4.848, -5.632], [0.268, -5.365, -6.933], [1.350, -1.706, -5.235], [1.491, -1.115, -6.892], [0.271, -2.316, -6.500], [3.309, -2.665, -6.487], [2.208, -3.366, -7.660], [3.251, -5.859, -4.976], [4.235, -4.544, -5.552], [2.858, -6.667, -7.267], [4.570, -6.336, -7.083], [3.558, -5.199, -7.962], [0.203, -4.127, -5.188], [0.952, -5.665, -4.909], [0.335, -4.633, -7.739], [-0.792, -5.572, -6.770], [0.727, -6.292, -7.274], [-2.829, 3.452, 3.505], [-2.622, 2.410, 4.596], [-1.671, 2.827, 5.608], [-1.242, 1.747, 6.481], [-2.290, 1.085, 7.383], [-1.964, 4.094, 6.257], [-3.319, 4.248, 6.959], [-1.874, 3.757, 3.073], [-3.445, 3.030, 2.710], [-3.338, 4.340, 3.881], [-2.230, 1.499, 4.133], [-3.605, 2.142, 5.016], [-0.420, 2.115, 7.101], [-0.801, 0.971, 5.849], [-2.580, 1.726, 8.214], [-1.874, 0.171, 7.812], [-3.188, 0.806, 6.831], [-1.880, 4.885, 5.507], [-1.162, 4.299, 6.970], [-4.145, 3.899, 6.337], [-3.499, 5.302, 7.177], [-3.357, 3.714, 7.907]]}

---

(3)
{"formula": "C28H57N2O", "method": "ωB97M-V/def2-TZVPD", "s2": 0.75, "max_force_ev_per_a": 0.46, "gap_ev": [8.64, 9.88], "total_energy_ha": -1285.7610, "spin_multiplicity": 2, "symbols": ["C", "C", "C", "C", "C", "C", "C", "C", "C", "C", "C", "C", "C", "C", "C", "C", "C", "C", "C", "C", "N", "C", "C", "C", "C", "N", "O", "C", "C", "C", "C", "H", "H", "H", "H", "H", "H", "H", "H", "H", "H", "H", "H", "H", "H", "H", "H", "H", "H", "H", "H", "H", "H", "H", "H", "H", "H", "H", "H", "H", "H", "H", "H", "H", "H", "H", "H", "H", "H", "H", "H", "H", "H", "H", "H", "H", "H", "H", "H", "H", "H", "H", "H", "H", "H", "H", "H", "H"], "coordinates": [[5.958, -2.420, 1.472], [6.445, -1.511, 0.341], [5.479, -0.346, 0.079], [5.571, 0.771, 1.145], [4.284, 0.952, 1.959], [3.263, 1.853, 1.252], [1.819, 1.641, 1.726], [1.035, 2.946, 1.891], [0.898, 3.747, 0.579], [-0.526, 4.259, 0.366], [-1.552, 3.178, 0.030], [-1.546, 2.707, -1.424], [-2.801, 1.895, -1.813], [-2.690, 0.369, -1.947], [-2.512, -0.520, -0.683], [-0.983, -0.599, -0.414], [-0.185, -1.468, -1.401], [1.280, -1.060, -1.594], [1.509, 0.271, -2.312], [0.949, 0.367, -3.733], [1.200, -0.846, -4.515], [-3.147, -1.889, -1.010], [-3.381, -2.866, 0.154], [-2.123, -3.460, 0.791], [-4.196, -4.055, -0.368], [-4.222, -2.132, 1.145], [-5.474, -2.158, 0.879], [-3.721, -0.826, 1.672], [-4.896, -0.160, 2.399], [-2.607, -1.028, 2.720], [-3.276, 0.094, 0.508], [4.902, -2.662, 1.333], [6.042, -1.901, 2.430], [6.530, -3.345, 1.533], [7.410, -1.084, 0.629], [6.604, -2.082, -0.575], [4.459, -0.742, 0.058], [5.697, 0.065, -0.909], [6.401, 0.546, 1.822], [5.829, 1.712, 0.652], [4.525, 1.361, 2.944], [3.840, -0.033, 2.131], [3.551, 2.897, 1.414], [3.359, 1.685, 0.176], [1.265, 1.004, 1.027], [1.837, 1.098, 2.676], [1.532, 3.548, 2.655], [0.036, 2.697, 2.261], [1.567, 4.611, 0.617], [1.242, 3.145, -0.269], [-0.542, 5.032, -0.410], [-0.829, 4.748, 1.298], [-2.548, 3.584, 0.233], [-1.415, 2.341, 0.721], [-0.649, 2.123, -1.652], [-1.491, 3.597, -2.058], [-3.116, 2.237, -2.803], [-3.612, 2.176, -1.138], [-3.604, 0.050, -2.458], [-1.871, 0.151, -2.636], [-0.585, 0.421, -0.438], [-0.772, -0.962, 0.591], [-0.186, -2.495, -1.030], [-0.683, -1.502, -2.373], [1.780, -1.045, -0.621], [1.781, -1.843, -2.171], [2.588, 0.434, -2.370], [1.111, 1.088, -1.703], [1.481, 1.177, -4.240], [-0.107, 0.670, -3.722], [0.781, -1.656, -4.072], [0.757, -0.765, -5.422], [-4.150, -1.677, -1.393], [-2.613, -2.403, -1.812], [-1.484, -2.751, 1.299], [-1.530, -3.940, 0.012], [-2.412, -4.238, 1.500], [-4.614, -4.623, 0.462], [-3.522, -4.713, -0.921], [-4.992, -3.740, -1.038], [-5.380, -0.863, 3.076], [-5.653, 0.198, 1.704], [-4.533, 0.689, 2.980], [-2.594, -0.163, 3.383], [-1.615, -1.131, 2.295], [-2.833, -1.901, 3.334], [-4.171, 0.597, 0.137], [-2.654, 0.872, 0.958]]}

---

(4)
{"formula": "C28H57N4O18S6", "method": "ωB97M-V/def2-TZVPD", "max_force_ev_per_a": 1.21, "gap_ev": 7.40, "charge": 1, "total_energy_ha": -5063.2648, "spin_multiplicity": 1, "symbols": ["C", "C", "C", "N", "C", "N", "C", "C", "C", "C", "O", "O", "C", "C", "C", "S", "C", "N", "N", "C", "O", "H", "H", "H", "H", "H", "H", "H", "H", "H", "H", "H", "H", "H", "H", "H", "H", "H", "O", "S", "O", "O", "C", "C", "C", "H", "H", "H", "H", "H", "H", "H", "H", "O", "S", "O", "O", "C", "C", "C", "H", "H", "H", "H", "H", "H", "H", "H", "O", "S", "O", "O", "C", "C", "C", "H", "H", "H", "H", "H", "H", "H", "H", "O", "S", "O", "O", "C", "C", "C", "H", "H", "H", "H", "H", "H", "H", "H", "O", "S", "O", "O", "C", "C", "C", "H", "H", "H", "H", "H", "H", "H", "H"], "coordinates": [[1.617, -4.812, 1.475], [2.304, -3.495, 1.075], [2.766, -2.764, 2.331], [2.748, -1.263, 2.239], [2.994, -0.747, 0.954], [4.239, -0.771, 0.438], [4.551, -0.283, -0.774], [3.570, 0.256, -1.555], [2.264, 0.306, -1.077], [1.245, 0.960, -1.966], [1.086, 2.127, -1.886], [0.572, 0.200, -2.827], [1.958, -0.179, 0.195], [0.583, -0.053, 0.788], [-0.517, -0.890, 0.125], [-1.955, -0.629, 1.204], [-3.225, -1.641, 0.604], [-4.454, -1.267, 0.501], [-5.156, -2.355, 0.023], [-4.300, -3.306, -0.120], [-3.047, -2.932, 0.232], [1.474, -5.401, 0.574], [0.614, -4.586, 1.826], [2.183, -5.361, 2.217], [1.586, -2.931, 0.494], [3.180, -3.767, 0.491], [2.108, -3.023, 3.154], [3.760, -3.111, 2.611], [3.483, -0.900, 2.840], [4.967, -1.161, 1.023], [5.581, -0.328, -1.075], [3.835, 0.646, -2.525], [0.733, -0.734, -2.638], [0.261, 0.987, 0.734], [0.604, -0.292, 1.843], [-0.783, -0.500, -0.850], [-0.289, -1.947, 0.031], [-4.476, -4.307, -0.464], [-4.319, -6.578, -1.247], [-4.352, -7.719, -0.374], [-3.218, -8.577, -0.250], [-5.638, -8.577, -0.704], [-5.838, -9.015, -2.069], [-4.943, -10.180, -2.442], [-4.844, -7.196, 1.234], [-5.703, -8.172, -2.747], [-6.883, -9.312, -2.123], [-3.895, -9.885, -2.467], [-5.214, -10.555, -3.429], [-5.041, -10.986, -1.716], [-5.724, -6.564, 1.148], [-4.013, -6.638, 1.660], [-5.052, -8.076, 1.837], [8.380, -1.316, -2.239], [8.357, 0.047, -2.681], [7.109, 0.654, -3.054], [9.412, 0.246, -3.835], [9.351, -0.632, -4.988], [8.228, -0.268, -5.936], [9.148, 1.067, -1.485], [9.278, -1.668, -4.655], [10.312, -0.516, -5.484], [7.252, -0.447, -5.485], [8.298, -0.869, -6.843], [8.277, 0.787, -6.204], [10.100, 0.619, -1.217], [8.495, 1.120, -0.617], [9.286, 2.059, -1.909], [3.788, 8.299, -0.500], [3.582, 7.164, 0.344], [4.637, 6.220, 0.557], [2.287, 6.385, -0.156], [2.222, 6.009, -1.545], [3.110, 4.824, -1.865], [2.946, 7.681, 1.900], [2.463, 6.866, -2.175], [1.179, 5.756, -1.726], [4.164, 5.083, -1.763], [2.938, 4.490, -2.888], [2.906, 4.000, -1.182], [2.124, 8.371, 1.732], [3.757, 8.177, 2.428], [2.616, 6.806, 2.453], [-8.611, 1.729, -1.809], [-7.923, 1.709, -0.554], [-8.653, 1.556, 0.666], [-7.019, 3.021, -0.456], [-7.665, 4.292, -0.672], [-8.486, 4.739, 0.521], [-6.617, 0.535, -0.598], [-8.270, 4.247, -1.578], [-6.856, 4.999, -0.854], [-9.345, 4.088, 0.677], [-8.852, 5.754, 0.364], [-7.887, 4.714, 1.431], [-6.046, 0.680, -1.511], [-7.066, -0.455, -0.585], [-5.995, 0.670, 0.277], [-0.199, 2.204, 3.400], [-1.152, 3.281, 3.423], [-0.725, 4.634, 3.582], [-2.266, 2.953, 4.500], [-1.846, 2.650, 5.850], [-1.440, 3.888, 6.623], [-2.182, 3.183, 1.999], [-1.044, 1.910, 5.827], [-2.709, 2.181, 6.318], [-0.533, 4.333, 6.215], [-1.253, 3.630, 7.666], [-2.224, 4.642, 6.579], [-2.540, 2.164, 1.890], [-1.576, 3.467, 1.140], [-3.010, 3.876, 2.115]]}